No. 1
{
  "formula": "C24H27ClIO2OsPSb",
  "method": "ωB97M-V/def2-TZVPD",
  "species": ["C", "C", "H", "H", "H", "O", "I", "Os", "P", "C", "C", "H", "H", "H", "C", "H", "H", "H", "H", "H", "H", "C", "O", "Cl", "C", "C", "C", "C", "C", "C", "Sb", "C", "C", "C", "C", "C", "C", "C", "C", "C", "C", "C", "C", "H", "H", "H", "H", "H", "H", "H", "H", "H", "H", "H", "H", "H", "H", "H"],
  "positions_angstrom": [[0.50, -2.15, -0.98], [1.90, -1.75, -1.28], [0.31, -3.25, -0.78], [-0.29, -1.76, -1.51], [0.04, -1.60, 0.02], [2.80, -1.92, -1.95], [4.76, 0.02, -1.36], [-1.31, 0.75, 0.39], [-0.40, 0.62, -1.94], [1.26, 0.87, -2.69], [-0.90, -0.46, -3.34], [-2.09, 2.22, -1.94], [-0.87, 2.45, -3.23], [-0.42, 2.92, -1.60], [-1.03, 2.23, -2.22], [-1.96, -0.73, -3.29], [-0.79, 0.11, -4.34], [1.19, 1.14, -3.78], [1.94, 0.00, -2.67], [-0.29, -1.35, -3.53], [1.81, 1.70, -2.25], [0.61, 0.31, 0.30], [1.71, -0.25, 0.57], [-3.40, 0.39, -0.38], [-0.84, 3.20, 6.31], [0.07, 3.34, 5.22], [-0.01, 2.40, 4.20], [-0.85, 1.32, 4.27], [-1.72, 1.16, 5.33], [-1.76, 2.15, 6.32], [-0.52, -0.05, 2.62], [1.55, -0.90, 3.28], [2.06, -1.94, 2.52], [3.32, -2.52, 2.80], [4.03, -2.10, 3.93], [3.54, -1.05, 4.68], [2.31, -0.40, 4.33], [-1.90, -1.53, 3.16], [-1.49, -2.88, 3.43], [-2.48, -3.84, 3.55], [-3.82, -3.55, 3.40], [-4.21, -2.20, 3.06], [-3.22, -1.25, 2.97], [-0.80, 3.92, 7.14], [0.81, 4.14, 5.19], [0.66, 2.56, 3.29], [-2.44, 0.35, 5.30], [-2.49, 2.06, 7.15], [1.56, -2.37, 1.65], [3.73, -3.32, 2.17], [4.98, -2.58, 4.23], [4.04, -0.69, 5.58], [1.95, 0.47, 4.86], [-0.42, -3.06, 3.52], [-2.14, -4.89, 3.82], [-4.57, -4.32, 3.53], [-5.27, -1.98, 2.91], [-3.53, -0.22, 2.68]],
  "mulliken_spin": [0.000, 0.035, 0.004, -0.007, -0.006, -0.001, 0.959, 1.668, 0.094, 0.010, 0.008, 0.002, 0.005, -0.007, 0.025, -0.002, 0.006, 0.003, -0.007, 0.000, 0.001, -0.039, -0.050, 0.144, 0.195, 0.232, 0.172, 0.161, 0.150, 0.030, 0.159, -0.005, -0.001, -0.002, 0.000, 0.000, -0.009, -0.032, -0.002, 0.000, 0.002, 0.012, 0.025, 0.005, -0.004, 0.014, 0.022, 0.003, -0.001, 0.001, 0.000, 0.000, 0.016, 0.002, 0.000, 0.000, 0.001, 0.012],
  "s2": 6.0548,
  "e_homo_ev": [-16.85, -16.91],
  "total_charge": 3,
  "relative_energy_ev": 5.608,
  "orbital_gap_ev": [5.91, 3.93],
  "spin_multiplicity": 5
}



No. 2
{
  "formula": "C24H27ClN4O4",
  "method": "ωB97M-V/def2-TZVPD",
  "species": ["C", "C", "N", "C", "C", "O", "N", "C", "C", "C", "C", "C", "Cl", "C", "C", "C", "O", "C", "N", "C", "O", "N", "C", "C", "C", "C", "C", "C", "C", "C", "C", "C", "O", "H", "H", "H", "H", "H", "H", "H", "H", "H", "H", "H", "H", "H", "H", "H", "H", "H", "H", "H", "H", "H", "H", "H", "H", "H", "H", "H"],
  "positions_angstrom": [[0.13, -1.56, -3.94], [0.98, -0.49, -3.26], [0.18, 0.34, -2.37], [-0.43, 1.52, -2.96], [0.64, 2.62, -2.95], [1.29, 2.90, -3.93], [0.80, 3.16, -1.73], [2.07, 3.78, -1.37], [3.05, 2.66, -1.09], [3.88, 2.19, -2.10], [4.66, 1.06, -1.90], [4.59, 0.40, -0.69], [5.52, -1.04, -0.45], [3.77, 0.86, 0.34], [3.00, 1.99, 0.12], [0.08, 0.17, -1.04], [-0.48, 0.98, -0.32], [0.70, -1.10, -0.43], [0.05, -1.34, 0.83], [0.56, -0.93, 2.07], [1.68, -0.51, 2.25], [-0.41, -1.14, 2.97], [-1.64, -1.64, 2.39], [-2.05, -2.99, 3.01], [-0.95, -4.04, 2.87], [-2.78, -0.63, 2.47], [-3.98, -0.91, 1.81], [-5.03, -0.01, 1.87], [-4.90, 1.17, 2.57], [-3.71, 1.46, 3.21], [-2.65, 0.57, 3.15], [-1.24, -1.78, 0.92], [-1.90, -2.20, 0.01], [-0.63, -1.11, -4.57], [0.76, -2.19, -4.56], [-0.37, -2.19, -3.20], [1.80, -0.95, -2.70], [1.42, 0.17, -4.01], [-1.30, 1.80, -2.37], [-0.73, 1.29, -3.99], [0.29, 2.74, -0.96], [2.40, 4.38, -2.22], [1.92, 4.42, -0.50], [3.91, 2.70, -3.05], [5.30, 0.69, -2.68], [3.71, 0.33, 1.28], [2.35, 2.33, 0.91], [0.54, -1.97, -1.07], [1.76, -0.94, -0.24], [-0.30, -0.96, 3.95], [-2.28, -2.83, 4.06], [-2.95, -3.34, 2.51], [-0.76, -4.25, 1.82], [-0.02, -3.70, 3.32], [-1.25, -4.96, 3.36], [-4.07, -1.82, 1.24], [-5.95, -0.24, 1.35], [-5.72, 1.87, 2.62], [-3.59, 2.39, 3.75], [-1.72, 0.82, 3.64]],
  "lowdin_charge": [-0.056, -0.197, -0.039, -0.034, -0.478, 0.067, 0.089, -0.116, -0.208, -0.032, -0.102, -0.680, 0.664, -0.118, -0.030, -0.409, 0.060, -0.002, 0.077, -0.470, 0.104, 0.161, -0.319, -0.147, -0.076, -0.142, -0.027, -0.070, -0.088, -0.078, -0.023, -0.368, 0.134, 0.074, 0.077, 0.071, 0.117, 0.125, 0.134, 0.132, 0.112, 0.123, 0.125, 0.115, 0.104, 0.091, 0.122, 0.130, 0.132, 0.168, 0.126, 0.116, 0.079, 0.075, 0.076, 0.112, 0.104, 0.101, 0.103, 0.107],
  "e_homo_ev": -8.92,
  "total_charge": 0,
  "smiles": "CCN(CC(=O)NCc1ccc(Cl)cc1)C(=O)CN1C(=O)N[C@@](CC)(c2ccccc2)C1=O",
  "relative_energy_ev": 0.000,
  "orbital_gap_ev": 9.59,
  "spin_multiplicity": 1
}



No. 3
{
  "formula": "C24H27F3N8O3",
  "method": "ωB97M-V/def2-TZVPD",
  "species": ["C", "N", "C", "C", "N", "C", "C", "C", "C", "O", "C", "F", "F", "F", "C", "N", "C", "N", "C", "C", "C", "N", "C", "C", "C", "C", "N", "O", "N", "N", "C", "C", "O", "C", "C", "C", "C", "C", "H", "H", "H", "H", "H", "H", "H", "H", "H", "H", "H", "H", "H", "H", "H", "H", "H", "H", "H", "H", "H", "H", "H", "H", "H", "H", "H"],
  "positions_angstrom": [[2.45, 4.79, 2.35], [1.21, 4.05, 2.31], [0.90, 3.43, 3.59], [-0.47, 2.77, 3.50], [-0.48, 1.77, 2.46], [-1.06, 0.54, 2.61], [-1.14, -0.08, 3.87], [-1.73, -1.31, 4.03], [-2.23, -1.99, 2.93], [-2.83, -3.28, 3.07], [-4.04, -3.29, 3.59], [-4.51, -4.53, 3.60], [-4.92, -2.53, 2.91], [-4.11, -2.84, 4.86], [-2.13, -1.44, 1.65], [-2.64, -2.13, 0.56], [-2.20, -2.08, -0.73], [-2.96, -2.73, -1.61], [-2.55, -2.73, -2.87], [-1.39, -2.10, -3.29], [-0.65, -1.47, -2.27], [-1.06, -1.45, -1.00], [0.56, -0.81, -2.68], [0.83, -0.53, -4.01], [2.07, 0.13, -3.97], [2.85, 0.65, -5.12], [4.02, 1.21, -4.76], [2.46, 0.58, -6.27], [2.51, 0.22, -2.71], [1.59, -0.34, -1.94], [1.81, -0.50, -0.53], [2.42, -1.88, -0.22], [1.58, -2.93, -0.60], [-0.11, -0.88, -5.10], [-0.87, -2.15, -4.70], [-1.56, -0.18, 1.51], [-0.16, 2.37, 1.19], [1.21, 3.04, 1.27], [2.61, 5.27, 1.39], [2.38, 5.56, 3.12], [3.33, 4.15, 2.57], [0.89, 4.20, 4.36], [1.66, 2.67, 3.87], [-0.75, 2.35, 4.46], [-1.21, 3.55, 3.25], [-0.73, 0.40, 4.75], [-1.80, -1.76, 5.00], [-3.37, -2.80, 0.73], [-3.19, -3.26, -3.57], [4.29, 1.21, -3.79], [4.64, 1.57, -5.46], [2.49, 0.29, -0.21], [0.85, -0.41, -0.02], [2.63, -1.92, 0.86], [3.35, -2.01, -0.77], [0.70, -2.78, -0.23], [0.43, -1.02, -6.03], [-0.81, -0.05, -5.24], [-1.70, -2.33, -5.39], [-0.19, -3.01, -4.77], [-1.55, 0.24, 0.53], [-0.13, 1.62, 0.40], [-0.91, 3.13, 0.93], [1.44, 3.52, 0.32], [1.98, 2.26, 1.47]],
  "lowdin_charge": [-0.100, -0.234, -0.185, -0.136, -0.092, -0.203, -0.014, -0.002, -0.161, 0.127, -0.737, 0.178, 0.155, 0.158, -0.165, 0.148, -0.364, 0.138, -0.063, -0.129, -0.136, 0.175, -0.090, -0.078, -0.141, -0.499, 0.167, 0.063, 0.153, -0.074, -0.107, -0.231, -0.048, -0.112, -0.126, 0.038, -0.138, -0.187, 0.084, 0.084, 0.088, 0.122, 0.130, 0.108, 0.133, 0.100, 0.125, 0.149, 0.122, 0.086, 0.112, 0.122, 0.095, 0.121, 0.124, 0.072, 0.116, 0.133, 0.118, 0.133, 0.097, 0.096, 0.135, 0.125, 0.122],
  "e_homo_ev": -7.93,
  "total_charge": 0,
  "smiles": "CN1CCN(c2ccc(OC(F)(F)F)c(Nc3ncc4c(n3)-c3c(c(C(N)=O)nn3CCO)CC4)c2)CC1",
  "relative_energy_ev": 0.112,
  "orbital_gap_ev": 7.93,
  "spin_multiplicity": 1
}



No. 4
{
  "formula": "C24H27F6N8O4S2Ti",
  "method": "ωB97M-V/def2-TZVPD",
  "species": ["Ti", "C", "C", "C", "C", "C", "N", "C", "C", "C", "C", "C", "C", "C", "N", "C", "C", "C", "N", "C", "C", "N", "C", "C", "C", "N", "H", "H", "H", "H", "H", "H", "H", "H", "H", "H", "H", "H", "H", "H", "H", "H", "H", "H", "F", "C", "F", "F", "S", "O", "O", "N", "S", "O", "O", "C", "F", "F", "F", "N", "C", "C", "N", "H", "H", "H", "H", "H", "H", "H", "H", "H"],
  "positions_angstrom": [[0.43, 0.60, -0.11], [2.64, 6.53, -0.41], [2.61, 5.05, -0.18], [2.89, 4.50, 1.07], [2.78, 3.14, 1.29], [2.39, 2.27, 0.28], [2.16, 0.90, 0.51], [3.08, 0.10, 1.18], [4.39, 0.52, 1.44], [5.30, -0.28, 2.10], [4.95, -1.56, 2.52], [5.91, -2.45, 3.25], [3.68, -2.01, 2.21], [2.75, -1.21, 1.56], [1.49, -1.77, 1.19], [1.02, -2.97, 1.59], [-0.02, -3.33, 0.75], [-0.13, -2.28, -0.15], [0.76, -1.32, 0.14], [2.16, 2.82, -1.00], [2.25, 4.19, -1.21], [1.86, 1.97, -2.10], [2.16, 2.16, -3.40], [1.70, 1.06, -4.10], [1.12, 0.24, -3.14], [1.23, 0.79, -1.93], [3.10, 7.05, 0.43], [1.63, 6.91, -0.53], [3.19, 6.77, -1.32], [3.17, 5.15, 1.88], [2.95, 2.74, 2.28], [4.70, 1.50, 1.10], [6.30, 0.08, 2.28], [6.94, -2.13, 3.09], [5.82, -3.48, 2.93], [5.72, -2.41, 4.33], [3.42, -3.03, 2.48], [1.43, -3.49, 2.44], [-0.59, -4.24, 0.78], [-0.76, -2.18, -1.02], [2.02, 4.59, -2.18], [2.69, 3.03, -3.75], [1.78, 0.89, -5.16], [0.65, -0.73, -3.25], [-2.27, 0.76, 3.71], [-2.22, 2.05, 3.21], [-3.49, 2.33, 2.84], [-1.91, 2.85, 4.23], [-1.04, 2.18, 1.45], [-0.89, 0.63, 1.40], [0.19, 2.73, 2.00], [-0.74, 2.30, -0.40], [-1.88, 1.42, -0.99], [-1.41, 0.03, -1.17], [-3.17, 1.53, -0.37], [-2.02, 2.01, -2.76], [-3.03, 2.84, -2.94], [-0.88, 2.63, -3.09], [-2.17, 0.96, -3.57], [-4.78, -2.86, 2.34], [-5.06, -1.42, 2.21], [-4.04, -0.78, 1.24], [-2.68, -1.32, 1.57], [-5.15, -3.23, 3.20], [-2.92, -2.26, 1.97], [-5.21, -3.38, 1.58], [-4.95, -0.96, 3.20], [-6.07, -1.21, 1.86], [-4.03, 0.30, 1.32], [-4.27, -1.03, 0.21], [-2.05, -1.37, 0.77], [-2.20, -0.72, 2.25]],
  "lowdin_charge": [1.011, -0.032, -0.241, -0.003, -0.025, -0.240, -0.053, -0.169, 0.007, -0.014, -0.261, -0.037, 0.025, -0.089, -0.013, 0.000, -0.013, -0.114, -0.036, -0.125, 0.035, -0.043, -0.015, -0.014, -0.082, -0.058, 0.081, 0.093, 0.086, 0.126, 0.135, 0.118, 0.124, 0.082, 0.083, 0.091, 0.113, 0.137, 0.117, 0.125, 0.128, 0.138, 0.113, 0.128, 0.015, -0.588, 0.057, 0.102, 0.782, -0.548, -0.376, -0.390, 0.585, -0.394, -0.266, -0.650, 0.179, 0.132, 0.145, -0.008, -0.215, -0.140, 0.169, 0.086, 0.140, 0.087, 0.123, 0.121, 0.096, 0.131, 0.090, 0.115],
  "e_homo_ev": [-9.27, -9.27],
  "total_charge": 1,
  "orbital_gap_ev": [5.62, 5.62],
  "spin_multiplicity": 1
}



No. 5
{
  "formula": "C24H27GeN5O5Ru",
  "method": "ωB97M-V/def2-TZVPD",
  "species": ["Ru", "N", "N", "C", "N", "N", "N", "O", "O", "H", "H", "H", "H", "H", "C", "C", "O", "H", "H", "H", "O", "C", "O", "C", "C", "Ge", "C", "C", "C", "C", "C", "C", "C", "C", "C", "C", "C", "C", "C", "C", "C", "C", "C", "C", "H", "H", "H", "H", "H", "H", "H", "H", "H", "H", "H", "H", "H", "H", "H", "H", "H", "H", "H"],
  "positions_angstrom": [[0.30, 0.73, -0.86], [2.14, -0.79, -0.22], [2.47, -0.65, 1.14], [1.59, -0.31, 2.08], [1.98, -0.31, 3.34], [0.33, -0.02, 1.62], [-0.58, 0.34, 2.45], [-0.50, 0.59, 3.61], [-1.85, 0.48, 1.99], [1.95, -1.76, -0.44], [2.91, -0.46, -0.78], [3.43, -0.81, 1.41], [2.90, -0.61, 3.61], [1.35, 0.01, 4.05], [-3.74, 0.53, 0.61], [-2.31, 0.16, 0.71], [-1.63, -0.35, -0.14], [-4.34, -0.29, 1.01], [-4.01, 0.68, -0.43], [-3.95, 1.41, 1.21], [1.85, 2.32, -0.67], [0.96, 3.19, -0.38], [-0.19, 2.79, -0.03], [1.22, 4.65, -0.55], [1.25, 4.97, -2.06], [-0.34, 4.38, -3.12], [-0.39, 2.38, -3.08], [0.79, 1.67, -3.31], [0.81, 0.27, -3.29], [-0.39, -0.44, -3.10], [-1.59, 0.27, -2.94], [-1.58, 1.66, -2.91], [-2.10, 5.07, -2.52], [-2.62, 4.69, -1.28], [-3.82, 5.24, -0.84], [-4.50, 6.15, -1.62], [-3.99, 6.53, -2.86], [-2.79, 5.99, -3.31], [-0.08, 4.95, -5.00], [1.03, 5.71, -5.34], [1.21, 6.11, -6.66], [0.27, 5.77, -7.62], [-0.83, 5.00, -7.28], [-1.02, 4.59, -5.97], [2.18, 4.91, -0.10], [0.42, 5.20, -0.06], [2.14, 4.52, -2.50], [1.33, 6.05, -2.19], [1.70, 2.21, -3.53], [1.72, -0.26, -3.53], [-0.40, -1.52, -3.17], [-2.52, -0.28, -2.85], [-2.51, 2.20, -2.77], [-2.09, 3.98, -0.66], [-4.21, 4.95, 0.14], [-5.44, 6.57, -1.28], [-4.52, 7.24, -3.47], [-2.40, 6.29, -4.27], [1.76, 5.99, -4.60], [2.08, 6.70, -6.93], [0.40, 6.11, -8.64], [-1.56, 4.72, -8.03], [-1.89, 4.01, -5.71]],
  "mulliken_spin": [3.470, 0.062, -0.011, -0.001, 0.001, 0.019, -0.003, 0.024, -0.001, -0.003, -0.007, 0.002, 0.000, 0.000, 0.002, 0.016, 0.015, 0.001, 0.000, 0.001, 0.112, -0.037, 0.115, 0.004, -0.002, -0.006, 0.082, -0.013, 0.036, 0.017, 0.036, 0.038, 0.005, 0.001, 0.000, 0.000, 0.000, -0.001, 0.004, 0.001, 0.000, 0.000, 0.001, 0.002, 0.001, 0.000, 0.002, -0.001, 0.005, 0.007, 0.005, 0.001, 0.002, -0.006, 0.000, 0.000, 0.000, 0.000, 0.000, 0.000, 0.000, 0.000, 0.001],
  "s2": 6.0111,
  "e_homo_ev": [-13.16, -13.16],
  "total_charge": 2,
  "relative_energy_ev": 0.612,
  "orbital_gap_ev": [4.91, 4.88],
  "spin_multiplicity": 5
}



No. 6
{
  "formula": "C24H27MgNOSi",
  "method": "ωB97M-V/def2-TZVPD",
  "species": ["C", "C", "C", "H", "C", "C", "H", "H", "H", "H", "Mg", "C", "H", "H", "H", "Si", "C", "C", "H", "C", "H", "C", "H", "C", "H", "C", "H", "C", "C", "H", "C", "H", "C", "H", "C", "H", "C", "H", "H", "H", "O", "C", "C", "C", "C", "C", "C", "N", "H", "H", "H", "H", "H", "H", "H"],
  "positions_angstrom": [[0.41, 1.76, 0.07], [-0.68, 1.99, -0.81], [-1.83, 1.39, -0.25], [-0.65, 2.59, -1.73], [-1.47, 0.84, 1.02], [-0.06, 1.06, 1.19], [0.51, 0.80, 2.08], [1.44, 2.09, -0.09], [-2.84, 1.44, -0.65], [-2.17, 0.52, 1.81], [-1.29, -1.43, -0.21], [-1.20, -2.45, -1.90], [-2.14, -3.00, -2.10], [-0.44, -3.25, -1.87], [-1.03, -1.94, -2.85], [0.85, 0.44, -3.26], [2.17, -0.58, -3.97], [3.27, 0.25, -4.25], [3.33, 1.28, -3.87], [4.35, -0.24, -4.98], [5.16, 0.44, -5.25], [4.39, -1.61, -5.31], [5.22, -1.98, -5.92], [3.35, -2.46, -4.90], [3.44, -3.54, -5.09], [2.26, -1.95, -4.20], [1.54, -2.65, -3.75], [-0.82, 0.49, -4.08], [-0.56, 1.01, -5.37], [0.33, 0.70, -5.91], [-1.43, 1.98, -5.85], [-1.15, 2.54, -6.73], [-2.63, 2.26, -5.19], [-3.26, 3.09, -5.50], [-3.02, 1.44, -4.12], [-3.99, 1.56, -3.67], [-2.13, 0.50, -3.58], [-2.47, -0.21, -2.82], [0.58, -0.31, -2.02], [1.30, 1.75, -2.98], [-2.53, -2.03, 1.17], [-1.91, -2.42, 2.44], [-0.40, -2.35, 2.35], [0.37, -2.54, 3.50], [1.75, -2.41, 3.42], [2.33, -2.07, 2.20], [1.50, -1.89, 1.08], [0.17, -2.01, 1.17], [-3.47, -1.86, 1.28], [-2.25, -1.71, 3.22], [-2.23, -3.46, 2.66], [-0.19, -2.75, 4.40], [2.35, -2.56, 4.31], [3.40, -1.94, 2.09], [1.92, -1.63, 0.10]],
  "lowdin_charge": [-0.180, -0.210, -0.201, 0.081, -0.244, -0.197, 0.081, 0.081, 0.080, 0.080, 0.621, -0.247, -0.031, -0.029, -0.063, 0.689, -0.327, -0.138, 0.088, -0.092, 0.102, -0.090, 0.099, -0.094, 0.104, -0.080, 0.103, -0.302, -0.121, 0.101, -0.091, 0.094, -0.095, 0.102, -0.084, 0.099, -0.090, 0.084, -0.017, -0.002, -0.126, -0.098, -0.243, -0.012, -0.041, -0.035, -0.071, 0.055, 0.136, 0.143, 0.142, 0.122, 0.115, 0.112, 0.132],
  "e_homo_ev": -6.55,
  "total_charge": 0,
  "relative_energy_ev": 2.691,
  "orbital_gap_ev": 6.40,
  "spin_multiplicity": 1
}



| no. | largest force on an atom (hartree/bohr) |
| --- | --- |
| 1 | 0.1509 |
| 2 | 0.0139 |
| 3 | 0.0384 |
| 4 | 0.1151 |
| 5 | 0.0250 |
| 6 | 0.0830 |